Density functional theory data (ωB97M-V/def2-TZVPD) for C26H18Cl3I2N4O4S4Ti as an isolated structure in a non-equilibrium geometry.

Values from the calculation:
Spin multiplicity   1
Energy relative to the best compared isomer or geometry (same formula, charge and spin)   0.861 eV
Frontier orbital gap   5.87 eV
F_max   3.2 eV Å⁻¹
Highest occupied orbital energy   -10.101 eV
Molecular weight   986.756 g mol⁻¹
Total charge   +1

Last column: Mulliken charge in e.
Cartesian coordinates (Å):
1 I -1.086 0.126 3.654  0.3496
2 I -4.554 -0.688 3.273  0.1475
3 Ti -1.330 -0.781 0.629  -0.4549
4 Cl -0.554 -3.422 -0.483  -0.0137
5 Cl -1.118 -5.645 1.357  -0.0562
6 Cl 0.009 -3.087 2.283  -0.0366
7 S -1.342 2.894 -1.243  -0.1387
8 S -2.811 1.056 0.728  -0.2271
9 S 0.930 4.848 -1.446  -0.3004
10 S 1.070 0.070 -0.223  1.5401
11 O 1.279 1.465 -0.423  -0.5668
12 O -3.495 -3.830 1.089  -0.5298
13 O 0.583 -0.303 1.139  -0.6216
14 O -2.324 -1.966 1.470  0.1842
15 N -0.255 -0.472 -0.942  1.1242
16 N -2.634 -1.251 -1.027  0.5845
17 N -0.738 2.626 1.232  -0.5446
18 N 0.096 3.545 0.754  0.6155
19 C 0.110 -0.887 -3.369  -1.0424
20 C -1.084 -3.925 1.162  0.6753
21 C 3.016 4.771 3.465  -0.4359
22 C 2.509 5.683 2.555  -0.7344
23 C -2.799 -0.930 4.467  -0.8601
24 C 2.586 3.453 3.443  -1.0245
25 C -2.005 -1.223 -2.229  0.7306
26 C -2.481 -3.224 1.257  -0.0392
27 C 2.737 -2.109 -0.163  -0.1298
28 C -1.840 -1.622 -4.612  -0.9116
29 C 3.532 -0.159 -1.347  -0.2647
30 C -4.649 -1.817 -2.164  -1.0927
31 C -0.635 -0.826 -2.210  -0.0399
32 C 4.720 -0.816 -1.619  -0.8271
33 C -4.017 -1.843 -3.383  -0.7133
34 C 3.924 -2.763 -0.450  -0.9347
35 C 2.556 -0.816 -0.619  0.1230
36 C -3.922 -1.547 -0.999  -0.0553
37 C -0.004 3.839 -0.572  0.3637
38 C -1.551 2.168 0.353  0.3034
39 C -2.635 -1.568 -3.447  0.5308
40 C 1.635 3.052 2.524  0.2270
41 C 1.114 3.980 1.629  0.4082
42 C 1.557 5.294 1.631  -0.5334
43 C 4.912 -2.115 -1.176  -0.4479
44 C -0.506 -1.309 -4.557  -0.9502
45 H -4.567 -2.052 -4.289  0.4824
46 H -2.558 -1.989 4.492  0.3541
47 H 2.845 6.708 2.573  0.3942
48 H 2.986 2.737 4.145  0.4222
49 H 0.098 -1.371 -5.448  0.4362
50 H 1.158 6.002 0.925  0.4481
51 H 3.751 5.084 4.189  0.4108
52 H 1.292 2.026 2.482  0.2522
53 H -2.294 -1.926 -5.542  0.4540
54 H 5.492 -0.310 -2.174  0.4482
55 H 1.158 -0.623 -3.364  0.5701
56 H 5.847 -2.615 -1.380  0.4274
57 H 4.080 -3.772 -0.105  0.4671
58 H 1.967 -2.582 0.427  0.2055
59 H -4.411 -1.547 -0.030  0.3042
60 H 3.358 0.853 -1.672  0.5845
61 H -3.003 -0.532 5.459  0.4962
62 H -5.703 -2.018 -2.076  0.4624



Density functional theory data (ωB97M-V/def2-TZVPD) for C26H18CoN7OS as an isolated structure in a non-equilibrium geometry.

Values from the calculation:
Spin multiplicity   2
Frontier orbital gap (alpha / beta)   6.61 / 6.68 eV
F_max   2.3 eV Å⁻¹
Highest occupied orbital energy (alpha / beta)   -10.347 / -10.460 eV
Molecular weight   535.478 g mol⁻¹
Total charge   +1

Last column: Mulliken spin population.
Cartesian coordinates (Å):
1 Co 1.918 -0.674 -0.107  1.0534
2 S 7.381 4.258 0.005  0.0000
3 O 1.840 -2.512 -1.412  0.0365
4 N 5.778 4.459 -0.008  -0.0007
5 N 0.060 -0.646 -0.119  -0.0188
6 N -4.820 -0.388 1.015  -0.0015
7 N -5.008 -0.770 -1.183  -0.0001
8 N 7.396 2.642 0.031  0.0005
9 N 2.075 1.293 -0.056  0.0040
10 N 3.821 -0.675 0.027  0.0431
11 C 3.393 1.654 -0.025  -0.0271
12 C 1.625 -2.499 -0.225  -0.1270
13 C -6.126 -0.471 0.711  0.0000
14 C -2.022 -0.521 1.037  -0.0038
15 C 6.147 2.201 0.026  -0.0004
16 C 3.790 3.015 -0.014  -0.0006
17 C -1.977 -0.637 -1.371  -0.0006
18 C -0.614 -0.682 -1.291  0.0199
19 C 1.481 3.611 -0.028  -0.0026
20 C 1.126 -3.609 0.629  -0.0045
21 C 4.678 -1.691 0.089  0.0119
22 C -2.739 -0.570 -0.182  -0.0022
23 C 5.729 0.832 0.047  -0.0019
24 C 1.165 2.262 -0.050  0.0076
25 C 6.595 -0.250 0.110  -0.0019
26 C 6.053 -1.530 0.136  0.0032
27 C -7.250 -0.363 1.541  -0.0005
28 C -8.486 -0.543 0.967  0.0002
29 C -0.661 -0.557 1.027  0.0277
30 C 2.814 4.001 -0.017  0.0054
31 C -7.531 -0.898 -1.250  0.0004
32 C -4.156 -0.565 -0.125  -0.0004
33 C 4.332 0.595 0.010  -0.0171
34 C 5.197 3.270 0.002  -0.0001
35 C -6.284 -0.725 -0.685  -0.0007
36 C -8.628 -0.812 -0.400  -0.0008
37 H -9.617 -0.966 -0.805  0.0000
38 H -7.650 -1.104 -2.302  0.0000
39 H -0.007 -0.756 -2.185  0.0021
40 H 3.107 5.038 -0.004  0.0002
41 H -2.578 -0.454 1.957  -0.0008
42 H -7.122 -0.142 2.588  0.0000
43 H 7.658 -0.076 0.146  -0.0001
44 H -9.373 -0.471 1.577  0.0000
45 H 0.693 -3.237 1.553  -0.0032
46 H 0.128 1.956 -0.066  0.0024
47 H -0.086 -0.498 1.942  0.0011
48 H 6.681 -2.402 0.197  -0.0002
49 H -4.755 -0.936 -2.141  0.0001
50 H -2.449 -0.647 -2.341  -0.0002
51 H 1.952 -4.277 0.876  0.0021
52 H 4.245 -2.682 0.101  -0.0024
53 H 0.689 4.341 -0.020  -0.0005
54 H 0.392 -4.189 0.067  -0.0011



- Number 1 is which compound?
  C26H18Cl3I2N4O4S4Ti